[1]
H6O3 | ωB97M-V/def2-TZVPD

E_HOMO: -0.4181 hartree
energy above the lowest of the compared OMol25 structures with the same formula, charge and spin: 12.9 kcal per mole
LUMO: 0.4 eV
F_max: 0.31 eV Å⁻¹
SMILES: O.O.O

Geometry (Å):
O1 -27.43 -25.39 8.30
H1 -27.34 -26.34 8.28
H2 -27.47 -25.17 9.23
O2 -23.00 -23.44 10.40
H3 -23.41 -22.73 9.91
H4 -23.73 -23.95 10.74
O3 -26.03 -25.68 12.20
H5 -26.86 -25.87 12.63
H6 -25.39 -26.21 12.67

=====

[2]
C5H9NO | ωB97M-V/def2-TZVPD

E_HOMO: -0.3448 hartree
energy above the lowest of the compared OMol25 structures with the same formula, charge and spin: 60.2 kcal per mole
LUMO: 0.9 eV
F_max: 2.79 eV Å⁻¹

Geometry (Å):
C1 -2.21 0.09 1.78
C2 0.65 0.04 -0.46
C3 1.73 0.81 -1.27
C4 0.28 0.81 0.78
C5 -0.82 -1.73 -0.13
N1 0.18 -1.04 -0.91
O1 -2.92 0.66 1.08
H1 2.38 1.13 -0.49
H2 1.41 1.74 -1.74
H3 2.08 0.12 -2.06
H4 1.15 1.25 1.19
H5 -0.15 0.17 1.50
H6 -0.39 1.69 0.64
H7 -0.41 -2.60 0.47
H8 -1.41 -1.00 0.57
H9 -1.54 -2.12 -0.95

=====

[3]
C16H36As2CsF12P | ωB97M-V/def2-TZVPD

E_HOMO: -0.3588 hartree
energy above the lowest of the compared OMol25 structures with the same formula, charge and spin: 313.3 kcal per mole
LUMO: -0.4 eV
F_max: 18.64 eV Å⁻¹

Geometry (Å):
Cs1 -4.71 -4.73 -48.55
C1 -3.75 -6.25 -50.75
C2 -4.14 -5.76 -52.22
C3 -4.91 -6.90 -52.81
C4 -6.27 -7.42 -52.20
P1 -7.71 -6.31 -52.34
C5 -9.14 -7.29 -51.82
C6 -9.07 -8.11 -50.46
C7 -8.50 -9.55 -50.57
C8 -8.36 -10.22 -49.21
C9 -7.44 -4.85 -51.23
C10 -8.74 -4.15 -50.88
C11 -8.44 -2.82 -50.30
C12 -9.68 -2.24 -49.60
C13 -7.96 -6.01 -54.09
C14 -7.68 -7.20 -55.08
C15 -8.63 -7.35 -56.24
C16 -10.10 -7.72 -55.89
H1 -4.23 -7.19 -50.46
H2 -4.08 -5.54 -49.98
H3 -2.68 -6.36 -50.62
H4 -3.24 -5.66 -52.83
H5 -4.82 -4.91 -52.24
H6 -4.18 -7.71 -52.81
H7 -5.01 -6.67 -53.87
H8 -6.20 -7.84 -51.20
H9 -6.65 -8.31 -52.72
H10 -9.32 -8.03 -52.60
H11 -9.95 -6.56 -51.86
H12 -10.04 -8.24 -49.99
H13 -8.36 -7.60 -49.82
H14 -7.60 -9.66 -51.17
H15 -9.18 -10.22 -51.09
H16 -9.29 -10.34 -48.65
H17 -7.55 -9.76 -48.65
H18 -8.10 -11.28 -49.33
H19 -6.77 -4.17 -51.76
H20 -6.95 -5.24 -50.34
H21 -9.39 -4.64 -50.16
H22 -9.37 -3.98 -51.75
H23 -8.03 -2.16 -51.07
H24 -7.59 -2.85 -49.62
H25 -9.62 -1.22 -49.23
H26 -9.95 -2.88 -48.76
H27 -10.57 -2.15 -50.22
H28 -7.24 -5.22 -54.33
H29 -8.99 -5.66 -54.17
H30 -7.75 -8.14 -54.53
H31 -6.68 -7.05 -55.49
H32 -8.19 -8.05 -56.95
H33 -8.69 -6.39 -56.77
H34 -10.66 -7.07 -55.21
H35 -10.15 -8.75 -55.54
H36 -10.73 -7.67 -56.77
As1 -6.96 -7.12 -47.73
F1 -8.04 -8.55 -47.95
F2 -5.89 -8.06 -46.64
F3 -5.90 -5.69 -47.57
F4 -7.93 -6.13 -48.85
F5 -7.95 -6.66 -46.33
F6 -5.92 -7.66 -49.11
As2 -3.44 -2.40 -46.86
F7 -1.92 -1.43 -46.64
F8 -2.97 -3.10 -45.26
F9 -4.95 -3.42 -46.98
F10 -3.84 -1.59 -48.42
F11 -2.52 -3.59 -47.85
F12 -4.31 -1.09 -46.02

=====

[4]
C8H17NO2S | ωB97M-V/def2-TZVPD

E_HOMO: -0.3373 hartree
energy above the lowest of the compared OMol25 structures with the same formula, charge and spin: 44.8 kcal per mole
LUMO: 0.7 eV
F_max: 4.08 eV Å⁻¹
SMILES: C[C@@H]1CCC[C@H](C)N1S(C)(=O)=O

Geometry (Å):
C1 -2.24 -0.48 1.16
C2 -1.35 -0.08 -0.05
C3 -1.07 -1.38 -0.91
C4 0.39 -1.18 -1.63
C5 1.55 -0.83 -0.75
C6 1.13 -0.25 0.65
C7 1.08 -1.33 1.70
N1 -0.11 0.57 0.52
S1 0.13 2.32 0.46
C8 0.56 2.60 -1.25
O1 1.29 2.69 1.29
O2 -1.15 2.97 0.80
H1 -1.89 -1.48 1.63
H2 -3.23 -0.62 0.91
H3 -2.25 0.35 1.85
H4 -2.11 0.51 -0.54
H5 -1.83 -1.66 -1.63
H6 -0.94 -2.15 -0.21
H7 0.58 -2.04 -2.16
H8 0.21 -0.41 -2.42
H9 2.18 -1.73 -0.57
H10 2.25 -0.08 -1.20
H11 2.02 0.31 1.03
H12 0.41 -0.91 2.47
H13 0.61 -2.23 1.40
H14 2.09 -1.49 2.09
H15 1.58 2.39 -1.38
H16 -0.10 1.96 -1.86
H17 0.20 3.67 -1.42

=====

[5]
C3H9NO3 | ωB97M-V/def2-TZVPD

E_HOMO: -0.3702 hartree
energy above the lowest of the compared OMol25 structures with the same formula, charge and spin: 96.5 kcal per mole
LUMO: 0.9 eV
F_max: 2.73 eV Å⁻¹
SMILES: COO[C@](C)(N)O

Geometry (Å):
C1 1.99 1.18 0.31
O1 0.73 1.62 -0.18
O2 -0.32 0.92 0.65
C2 -0.83 -0.15 -0.13
C3 -0.39 -1.48 0.46
N1 -0.59 -0.10 -1.53
O3 -2.28 0.00 0.03
H1 2.35 0.36 -0.30
H2 2.70 2.01 0.24
H3 1.93 0.86 1.36
H4 0.68 -1.65 0.28
H5 -0.54 -1.49 1.54
H6 -0.96 -2.31 0.05
H7 -1.34 -0.60 -1.98
H8 -0.67 0.88 -1.79
H9 -2.44 -0.07 0.99

=====

[6]
C5H27N2O6 | ωB97M-V/def2-TZVPD

total charge: +1
E_HOMO: -0.4907 hartree
energy above the lowest of the compared OMol25 structures with the same formula, charge and spin: 24.5 kcal per mole
LUMO: -2.6 eV
F_max: 2.65 eV Å⁻¹

Geometry (Å):
N1 -0.44 0.26 -0.06
C1 0.37 0.84 -1.24
C2 1.32 1.99 -0.73
C3 2.10 1.52 0.52
C4 2.20 2.45 -1.86
C5 1.25 -0.37 -1.65
N2 0.59 -1.71 -1.78
H1 -1.18 -0.42 -0.35
H2 -0.96 1.00 0.47
H3 0.19 -0.19 0.63
H4 -0.33 1.15 -1.99
H5 0.69 2.84 -0.47
H6 3.04 2.08 0.67
H7 2.41 0.46 0.65
H8 1.54 1.72 1.46
H9 2.74 3.33 -1.45
H10 1.65 2.88 -2.76
H11 2.91 1.75 -2.33
H12 2.01 -0.52 -0.88
H13 1.75 -0.10 -2.60
H14 -0.38 -1.55 -2.05
H15 1.05 -2.09 -2.60
H16 -1.34 -2.29 0.93
H17 -2.14 -2.85 -0.34
O1 -1.80 -2.06 0.11
H18 0.70 -2.04 4.08
H19 0.35 -1.52 2.58
O2 0.06 -1.99 3.36
H20 -3.14 -0.59 -2.62
H21 -2.92 -1.06 -1.29
O3 -2.39 -0.88 -2.08
H22 -2.81 -0.60 3.42
H23 -1.54 0.16 4.01
O4 -2.39 0.25 3.57
H24 -2.87 2.33 1.67
H25 -2.97 2.68 0.18
O5 -2.64 2.00 0.78
H26 0.81 -2.65 -0.03
H27 1.52 -3.49 1.11
O6 0.98 -2.71 0.93